Entry 1:
Molecular formula: C6H9N
Method: DFT, ωB97M-V/def2-TZVPD

Atoms and positions in Å:
C 1.614 -0.674 0.940
C 0.490 -0.205 0.066
C 0.611 0.698 -1.111
C -0.260 1.110 0.049
C -1.614 0.347 0.110
N -1.765 -0.767 -1.094
C -0.901 -0.914 0.035
H 1.257 -0.934 1.944
H 2.378 0.103 1.050
H 2.097 -1.564 0.518
H 1.552 1.239 -1.178
H 0.172 0.416 -2.064
H -0.085 2.013 0.624
H -2.487 0.577 0.696
H -1.919 0.274 -1.312
H -1.140 -1.716 0.726

Atoms 1-6, force components in eV/Å:
0.03 0.01 0.02
0.15 -0.03 -0.01
0.03 -0.02 -0.20
-0.06 0.29 0.10
0.03 -0.03 1.15
-0.58 0.52 0.23

Calculated values
* largest force on an atom: 1.5 eV Å⁻¹
* multiplicity: 1
* LUMO level: 1.1 eV

=====

Entry 2:
Molecular formula: C5H5BrN4
Method: DFT, ωB97M-V/def2-TZVPD

Atoms and positions in Å:
C 2.470 0.802 0.222
C 0.860 -0.479 -0.183
C -0.135 -1.488 -0.352
C -1.428 -1.149 -0.597
C -0.604 1.227 -0.970
N 2.124 -0.525 0.263
N 1.566 1.639 -0.184
N 0.535 0.814 -0.345
N -2.011 0.032 -0.748
Br -3.559 0.222 0.310
H 3.370 1.307 0.552
H 0.112 -2.527 -0.448
H -2.257 -1.933 -0.579
H -0.947 2.150 -0.601
H -0.708 1.065 -1.992

Atoms 1-6, force components in eV/Å:
1.24 -0.02 0.61
1.44 0.08 1.01
-0.82 0.11 -1.04
-1.26 -3.38 1.11
-4.05 -1.48 1.06
-0.30 0.60 -0.41

Calculated values
* largest force on an atom: 4.4 eV Å⁻¹
* multiplicity: 1
* LUMO level: -0.6 eV

=====

Entry 3:
Molecular formula: CH4N3O2
Method: DFT, ωB97M-V/def2-TZVPD

Atoms and positions in Å:
N -1.360 0.317 0.002
N 0.075 0.508 0.026
N 0.492 0.549 1.276
C 0.730 -0.581 -0.861
O 0.080 -0.946 -1.808
O 1.830 -0.890 -0.454
H -1.389 -0.276 -0.888
H -1.752 1.177 -0.389
H 1.467 0.079 1.126
H -0.174 0.063 1.970

Atoms 1-6, force components in eV/Å:
0.14 -0.43 -2.17
-2.43 -0.71 -4.78
3.06 -0.36 4.63
-0.63 1.72 2.53
-1.66 -0.65 -2.29
2.31 -0.58 0.65

Calculated values
* largest force on an atom: 5.6 eV Å⁻¹
* multiplicity: 1
* net charge: -1
* LUMO level: 4.6 eV

=====

Entry 4:
Molecular formula: C26H22BrCl5IrN2O4S
Method: DFT, ωB97M-V/def2-TZVPD

Atoms and positions in Å:
Ir 0.489 0.856 -0.095
O 3.643 -2.766 1.484
C 4.340 -1.774 2.103
C 5.519 -2.007 2.795
C 6.173 -0.959 3.416
C 5.653 0.324 3.357
C 4.481 0.565 2.662
C 3.819 -0.475 2.034
C 2.561 -0.273 1.218
O 2.234 0.998 0.890
N 1.419 -0.866 1.896
N 0.218 -0.530 1.304
C -0.809 -0.166 2.127
C -2.134 -0.385 1.790
Br -2.399 -1.677 0.428
C -3.189 0.353 2.315
C -4.588 0.194 2.160
C -5.396 1.346 2.292
C -6.754 1.281 2.102
C -7.363 0.064 1.811
C -6.592 -1.091 1.732
C -5.227 -1.035 1.896
H 4.142 -3.592 1.514
H 5.920 -3.009 2.847
H 7.088 -1.148 3.956
H 6.161 1.134 3.855
H 4.062 1.556 2.603
H 2.740 -0.843 0.264
H 1.510 -1.850 2.140
H -0.574 0.340 3.062
H -2.875 1.239 2.855
H -4.925 2.291 2.517
H -7.350 2.177 2.176
H -8.431 0.012 1.664
H -7.066 -2.044 1.549
H -4.656 -1.949 1.883
Cl 5.777 3.855 -3.599
C 4.659 2.735 -2.966
C 3.352 3.144 -2.672
Cl 2.901 4.782 -2.887
C 2.444 2.222 -2.196
Cl 0.899 2.713 -1.651
C 2.755 0.842 -2.032
O 1.888 -0.024 -1.700
C 4.122 0.493 -2.239
Cl 4.586 -1.105 -1.875
C 5.048 1.417 -2.692
Cl 6.684 0.964 -2.921
O -1.314 0.539 -1.261
S -1.345 0.433 -2.778
C -1.457 -1.356 -3.193
C -2.929 -1.717 -3.341
C -3.616 -0.486 -3.926
C -3.137 0.705 -3.118
H -0.949 -1.916 -2.413
H -0.914 -1.467 -4.131
H -3.352 -1.970 -2.367
H -3.053 -2.578 -3.997
H -4.701 -0.573 -3.891
H -3.330 -0.358 -4.971
H -3.606 0.767 -2.136
H -3.256 1.645 -3.651

Atoms 1-6, force components in eV/Å:
1.64 0.07 -0.46
-0.25 -0.28 -0.15
0.35 0.62 0.29
-0.14 -0.06 -0.11
-0.10 0.08 -0.01
0.11 0.08 0.05

Calculated values
* largest force on an atom: 2.8 eV Å⁻¹
* multiplicity: 5
* net charge: +1
* ⟨S²⟩: 6.05
* LUMO level (alpha / beta): -3.0 / -5.4 eV

=====

Entry 5:
Molecular formula: C25H40N
Method: DFT, ωB97M-V/def2-TZVPD

Atoms and positions in Å:
C -4.260 -2.370 -4.722
C -3.945 -2.209 -3.240
C -3.575 -0.775 -2.855
C -2.249 -0.314 -3.459
C -1.811 1.074 -2.989
C -1.392 1.105 -1.520
C -0.809 2.445 -1.075
C 0.512 2.780 -1.770
C 1.368 3.794 -1.005
C 1.863 3.319 0.363
C 2.676 2.028 0.292
C 3.282 1.621 1.635
C 2.219 1.285 2.683
C 2.801 0.521 3.877
C 3.072 -0.960 3.589
C 1.892 -1.883 3.930
N 0.697 -1.595 3.150
C -0.269 -0.884 3.717
C -1.430 -0.527 3.046
C -1.602 -0.939 1.747
C -0.601 -1.703 1.123
C -0.745 -2.158 -0.206
C 0.249 -2.882 -0.804
C 1.418 -3.184 -0.090
C 1.587 -2.772 1.208
C 0.586 -2.023 1.851
H -3.383 -2.181 -5.334
H -4.602 -3.382 -4.926
H -5.045 -1.679 -5.020
H -4.822 -2.509 -2.661
H -3.126 -2.882 -2.970
H -3.526 -0.711 -1.765
H -4.369 -0.101 -3.183
H -1.464 -1.038 -3.217
H -2.349 -0.290 -4.544
H -2.623 1.786 -3.148
H -0.966 1.391 -3.602
H -2.260 0.884 -0.894
H -0.645 0.323 -1.347
H -0.649 2.396 0.005
H -1.533 3.240 -1.261
H 1.087 1.864 -1.919
H 0.305 3.194 -2.758
H 0.791 4.711 -0.866
H 2.234 4.041 -1.622
H 2.488 4.106 0.790
H 1.013 3.182 1.034
H 3.484 2.162 -0.430
H 2.043 1.212 -0.063
H 3.924 0.752 1.472
H 3.915 2.426 2.011
H 1.423 0.707 2.206
H 1.774 2.211 3.048
H 2.137 0.611 4.739
H 3.741 1.001 4.153
H 3.353 -1.078 2.543
H 3.909 -1.303 4.197
H 2.174 -2.926 3.777
H 1.643 -1.758 4.986
H -0.121 -0.584 4.744
H -2.176 0.059 3.557
H -2.494 -0.686 1.196
H -1.655 -1.924 -0.735
H 0.141 -3.228 -1.820
H 2.197 -3.757 -0.569
H 2.497 -3.037 1.719

Atoms 1-6, force components in eV/Å:
0.10 -0.09 0.21
-0.16 0.22 -0.03
0.27 -0.30 -0.06
-0.27 0.31 0.06
0.15 -0.33 0.14
-0.11 0.30 -0.13

Calculated values
* largest force on an atom: 1.2 eV Å⁻¹
* multiplicity: 1
* net charge: +1
* LUMO level: -4.4 eV

=====

Entry 6:
Molecular formula: C3H4N2S3
Method: DFT, ωB97M-V/def2-TZVPD

Atoms and positions in Å:
C 2.235 2.122 -0.356
C 0.530 2.464 1.882
C -0.175 -0.323 0.344
N 1.530 1.014 -0.546
N 0.979 0.456 0.521
S 3.178 2.723 -1.543
S -0.618 2.059 2.826
S 1.947 3.097 1.295
H -0.156 -1.352 0.609
H -0.814 0.103 1.073
H -0.690 -0.306 -0.779
H 1.667 0.414 -1.363

Atoms 1-6, force components in eV/Å:
0.47 1.29 -0.80
1.62 -0.23 -0.88
-1.46 0.31 -3.81
-0.35 -0.77 0.75
0.42 -0.64 1.44
0.38 0.34 0.45

Calculated values
* largest force on an atom: 4.1 eV Å⁻¹
* multiplicity: 1
* LUMO level (alpha / beta): -1.1 / -0.7 eV

=====

Entry 7:
Molecular formula: C22H68O12
Method: DFT, ωB97M-V/def2-TZVPD

Atoms and positions in Å:
C 7.283 1.839 19.846
C 8.780 2.244 19.847
C 8.978 3.458 20.730
O 9.637 1.204 20.288
H 7.144 0.902 19.363
H 6.692 2.662 19.355
H 6.875 1.705 20.872
H 9.072 2.506 18.867
H 10.040 3.700 20.721
H 8.768 3.290 21.792
H 8.413 4.287 20.305
H 9.634 0.529 19.640
C 12.774 3.955 17.625
C 11.516 3.246 17.152
C 10.866 4.043 16.026
O 11.766 1.905 16.585
H 13.389 3.336 18.233
H 12.449 4.954 18.222
H 13.406 4.369 16.796
H 10.880 3.186 18.022
H 9.925 3.559 15.798
H 11.478 4.083 15.096
H 10.648 5.080 16.290
H 11.444 1.207 17.145
C 10.403 -5.641 20.496
C 10.553 -5.845 19.016
C 10.324 -7.296 18.625
O 9.647 -4.959 18.345
H 9.413 -5.607 20.933
H 10.904 -4.741 20.825
H 10.832 -6.373 21.134
H 11.542 -5.582 18.612
H 10.524 -7.511 17.544
H 9.321 -7.806 18.878
H 11.094 -7.858 19.133
H 8.713 -5.122 18.587
C 2.787 -0.005 18.403
C 3.871 -0.643 19.193
C 3.529 -2.114 19.573
O 5.112 -0.671 18.535
H 2.699 -0.569 17.454
H 3.127 1.055 18.071
H 1.861 0.116 18.917
H 4.026 -0.154 20.165
H 3.523 -2.649 18.633
H 2.559 -2.127 20.080
H 4.231 -2.655 20.185
H 4.915 -0.224 17.713
C 10.408 -1.601 13.519
C 10.977 -0.481 14.309
C 12.349 -0.049 13.756
O 10.080 0.678 14.260
H 10.242 -1.183 12.486
H 9.394 -1.951 13.803
H 11.014 -2.531 13.432
H 11.046 -0.712 15.385
H 12.744 0.824 14.275
H 12.209 0.176 12.697
H 13.169 -0.835 13.834
H 10.398 1.317 14.957
C 7.227 -2.090 20.752
O 7.239 -2.310 19.281
H 6.271 -1.668 21.058
H 7.411 -3.033 21.210
H 8.098 -1.479 20.978
H 6.708 -1.615 18.862
C 6.982 -1.868 15.572
O 7.696 -0.687 15.903
H 7.582 -2.652 15.196
H 6.428 -2.116 16.472
H 6.296 -1.650 14.797
H 8.259 -0.529 15.106
C 3.943 0.859 15.195
O 4.858 0.975 16.268
H 2.917 0.512 15.470
H 3.827 1.849 14.763
H 4.365 0.190 14.480
H 5.711 0.627 15.985
C 5.937 -5.382 17.633
O 6.734 -5.211 18.774
H 5.735 -4.419 17.204
H 6.389 -5.951 16.876
H 4.957 -5.809 17.979
H 6.766 -4.298 18.995
C 11.384 0.454 22.694
O 11.742 1.696 22.137
H 10.377 0.542 23.147
H 11.443 -0.416 22.058
H 12.122 0.398 23.512
H 11.315 1.819 21.266
C 9.065 -5.513 15.000
O 9.887 -4.482 15.435
H 9.341 -6.424 15.545
H 7.979 -5.251 15.235
H 9.139 -5.731 13.937
H 9.947 -4.639 16.411
C 10.294 -1.418 18.164
O 9.673 -0.213 17.690
H 11.341 -1.331 18.067
H 9.996 -1.471 19.216
H 9.977 -2.394 17.745
H 8.991 -0.406 17.015

Atoms 1-6, force components in eV/Å:
0.12 1.29 0.63
-1.50 -0.22 1.49
0.85 -0.16 0.04
0.04 1.02 1.44
-0.25 -0.69 -0.80
0.44 -0.96 0.31

Calculated values
* largest force on an atom: 3.5 eV Å⁻¹
* multiplicity: 1
* LUMO level: 0.5 eV

=====

Entry 8:
Molecular formula: C19H27N2O6S
Method: DFT, ωB97M-V/def2-TZVPD

Atoms and positions in Å:
C 1.157 2.911 2.340
C -0.169 3.288 1.683
C -1.341 2.944 2.585
O -2.541 2.510 1.835
S -2.483 1.365 0.772
C -1.358 0.076 1.274
C -0.667 -0.468 0.019
C 0.711 0.160 -0.212
C 1.375 -0.400 -1.469
O 1.251 -1.812 -1.444
H 1.250 3.347 3.339
H 1.263 1.827 2.433
H 1.998 3.265 1.744
H -0.189 4.347 1.417
H -0.260 2.741 0.736
H -1.718 3.791 3.156
H -1.098 2.139 3.283
H -1.681 1.903 -0.174
H -1.994 -0.670 1.757
H -0.646 0.478 1.998
H -0.577 -1.549 0.126
H -1.295 -0.324 -0.875
H 1.347 -0.034 0.659
H 0.633 1.251 -0.317
H 2.421 -0.083 -1.504
H 0.873 -0.003 -2.363
H 2.006 -2.226 -1.863
C 6.801 -0.073 -2.730
C 6.298 1.134 -3.196
C 5.321 1.805 -2.479
C 4.869 1.236 -1.302
C 5.356 0.037 -0.812
C 6.333 -0.620 -1.542
N 3.831 1.942 -0.535
O 3.420 2.999 -0.963
O 3.430 1.430 0.495
H 7.568 -0.589 -3.293
H 6.669 1.559 -4.119
H 4.915 2.747 -2.816
H 4.984 -0.358 0.122
H 6.734 -1.556 -1.178
C -5.110 -1.182 0.568
C -5.675 -1.985 1.551
C -5.849 -3.341 1.318
C -5.445 -3.855 0.101
C -4.884 -3.078 -0.893
C -4.718 -1.723 -0.649
N -5.619 -5.305 -0.150
O -6.123 -5.963 0.730
O -5.228 -5.734 -1.212
H -4.981 -0.123 0.753
H -5.986 -1.561 2.496
H -6.289 -3.994 2.057
H -4.595 -3.530 -1.830
H -4.297 -1.092 -1.423

Atoms 1-6, force components in eV/Å:
0.13 0.14 0.06
0.02 0.09 0.04
0.17 -0.09 0.01
-0.23 0.14 0.34
-0.08 0.16 -0.42
-0.03 -0.29 0.25

Calculated values
* largest force on an atom: 0.5 eV Å⁻¹
* multiplicity: 1
* net charge: +1
* LUMO level: -3.3 eV

=====

Copy entry 4 word for word.
Molecular formula: C26H22BrCl5IrN2O4S
Method: DFT, ωB97M-V/def2-TZVPD

Atoms and positions in Å:
Ir 0.489 0.856 -0.095
O 3.643 -2.766 1.484
C 4.340 -1.774 2.103
C 5.519 -2.007 2.795
C 6.173 -0.959 3.416
C 5.653 0.324 3.357
C 4.481 0.565 2.662
C 3.819 -0.475 2.034
C 2.561 -0.273 1.218
O 2.234 0.998 0.890
N 1.419 -0.866 1.896
N 0.218 -0.530 1.304
C -0.809 -0.166 2.127
C -2.134 -0.385 1.790
Br -2.399 -1.677 0.428
C -3.189 0.353 2.315
C -4.588 0.194 2.160
C -5.396 1.346 2.292
C -6.754 1.281 2.102
C -7.363 0.064 1.811
C -6.592 -1.091 1.732
C -5.227 -1.035 1.896
H 4.142 -3.592 1.514
H 5.920 -3.009 2.847
H 7.088 -1.148 3.956
H 6.161 1.134 3.855
H 4.062 1.556 2.603
H 2.740 -0.843 0.264
H 1.510 -1.850 2.140
H -0.574 0.340 3.062
H -2.875 1.239 2.855
H -4.925 2.291 2.517
H -7.350 2.177 2.176
H -8.431 0.012 1.664
H -7.066 -2.044 1.549
H -4.656 -1.949 1.883
Cl 5.777 3.855 -3.599
C 4.659 2.735 -2.966
C 3.352 3.144 -2.672
Cl 2.901 4.782 -2.887
C 2.444 2.222 -2.196
Cl 0.899 2.713 -1.651
C 2.755 0.842 -2.032
O 1.888 -0.024 -1.700
C 4.122 0.493 -2.239
Cl 4.586 -1.105 -1.875
C 5.048 1.417 -2.692
Cl 6.684 0.964 -2.921
O -1.314 0.539 -1.261
S -1.345 0.433 -2.778
C -1.457 -1.356 -3.193
C -2.929 -1.717 -3.341
C -3.616 -0.486 -3.926
C -3.137 0.705 -3.118
H -0.949 -1.916 -2.413
H -0.914 -1.467 -4.131
H -3.352 -1.970 -2.367
H -3.053 -2.578 -3.997
H -4.701 -0.573 -3.891
H -3.330 -0.358 -4.971
H -3.606 0.767 -2.136
H -3.256 1.645 -3.651

Atoms 1-6, force components in eV/Å:
1.64 0.07 -0.46
-0.25 -0.28 -0.15
0.35 0.62 0.29
-0.14 -0.06 -0.11
-0.10 0.08 -0.01
0.11 0.08 0.05

Calculated values
* largest force on an atom: 2.8 eV Å⁻¹
* multiplicity: 5
* net charge: +1
* ⟨S²⟩: 6.05
* LUMO level (alpha / beta): -3.0 / -5.4 eV

=====

> What is the multiplicity in the sixth record?

1